1.
An isolated ion of composition C8H9N2O2 and charge -1. Source: the OMol25 dataset; level of theory: ωB97M-V with the def2-TZVPD basis set.

Last column: natural (NBO) charge in e.
Element x y z (Å)
C1 -0.83453 -2.29246 -0.45597  -0.618
C2 0.09539 -1.14693 -0.68136  -0.168
N1 1.40022 -1.38802 0.06744  -0.435
N2 2.39955 -1.44499 -0.74114  0.576
O1 3.52799 -1.58510 -0.25203  -0.554
O2 2.23495 -1.34493 -1.97074  -0.600
C3 -0.46528 0.15848 -0.08472  0.035
C4 -0.41297 1.35091 -0.80178  -0.218
C5 -0.50371 2.56536 -0.22594  -0.219
C6 -0.67221 2.70063 1.14225  -0.243
C7 -0.81234 1.50863 1.90231  -0.208
C8 -0.74954 0.25965 1.27959  -0.225
H1 -1.77506 -1.98036 -0.16645  0.192
H2 -0.35954 -2.85651 0.29708  0.223
H3 -0.93188 -2.92549 -1.39459  0.194
H4 0.44343 -1.10446 -1.73344  0.260
H5 -0.17789 1.42239 -1.82467  0.207
H6 -0.45322 3.51048 -0.81678  0.195
H7 -0.44482 3.69614 1.68382  0.199
H8 -0.95618 1.49095 2.91263  0.192
H9 -0.55237 -0.59437 1.86448  0.217

The energy relative to the best compared isomer or geometry (same formula, charge and spin) comes out at 72.1 kcal/mol. The value obtained for the calculated total energy is -15514.303 eV. The maximum force is 3.26 eV/A. The calculation puts the highest occupied orbital energy at -4.11 eV. The charge is -1. For the gap between HOMO and LUMO, the calculation gives 7.7 eV.

***

2.
An isolated ion of composition C2H11N5P and charge +1. Source: the OMol25 dataset; level of theory: ωB97M-V with the def2-TZVPD basis set.

Last column: natural (NBO) charge in e.
Element x y z (Å)
C1 -0.09826 1.49538 -0.44565  -1.015
C2 0.91120 -1.55333 -1.07716  -0.120
N1 -0.59814 -1.39934 -2.94011  -0.238
N2 -0.08228 -0.91206 -1.94970  -0.168
N3 -1.38546 0.27073 1.64241  -0.968
N4 0.40593 -1.07667 0.23285  -0.570
N5 1.22537 -0.50685 1.25813  -0.661
P1 -0.96776 -0.08932 -0.25818  1.122
H1 -0.81225 2.34448 -0.42255  0.266
H2 0.65861 1.30943 -1.22129  0.268
H3 0.57546 1.70215 0.44128  0.222
H4 0.85119 -2.64147 -1.07083  0.234
H5 1.91629 -1.27509 -1.30251  0.229
H6 -1.44100 -1.10762 -3.51859  0.399
H7 -1.21907 -0.40200 2.39423  0.456
H8 -2.34084 0.51784 1.46634  0.417
H9 -0.97306 1.16252 1.86449  0.415
H10 1.94853 -1.14674 1.41432  0.374
H11 1.61772 0.36176 1.08616  0.338

The energy relative to the best compared isomer or geometry (same formula, charge and spin) comes out at 28.9 kcal/mol. The value obtained for the calculated total energy is -18981.635 eV. The maximum force is 3.03 eV/A. The calculation puts the highest occupied orbital energy at -12.53 eV. The charge is +1. For the gap between HOMO and LUMO, the calculation gives 8.3 eV.

***

3.
One molecule with the formula ClNO4S. Source: the OMol25 dataset; level of theory: ωB97M-V with the def2-TZVPD basis set.

Last column: natural (NBO) charge in e.
Element x y z (Å)
O1 2.22513 -0.67578 -0.40291  -0.229
N1 1.64848 -0.70267 0.62394  0.423
O2 0.44231 -0.08870 0.73558  -0.609
S1 -0.76919 0.49079 -0.17988  2.253
O3 -1.28111 1.55696 0.67632  -0.835
O4 -0.55425 0.67282 -1.54792  -0.842
Cl1 -1.71136 -1.25342 0.09486  -0.160

The energy relative to the best compared isomer or geometry (same formula, charge and spin) comes out at 11.6 kcal/mol. The value obtained for the calculated total energy is -33033.246 eV. The maximum force is 3.69 eV/A. The calculation puts the highest occupied orbital energy at -11.62 eV. The charge is 0. For the gap between HOMO and LUMO, the calculation gives 10.6 eV.

***

4.
A 2-piece molecular cluster, C3H2O3 overall. Source: the OMol25 dataset; level of theory: ωB97M-V with the def2-TZVPD basis set.

Last column: natural (NBO) charge in e.
Element x y z (Å)
C1 1.82038 -0.49583 0.15902  0.988
C2 -1.31675 0.16651 -0.30796  -0.268
C3 0.02385 0.75858 0.02063  0.323
O1 2.66017 0.02568 -0.45074  -0.507
O2 1.26808 -1.29181 0.82444  -0.540
O3 -0.89019 0.71795 0.93559  -0.403
H1 -1.79120 0.95546 -0.85075  0.182
H2 -1.77434 -0.83655 -0.33023  0.225

The energy relative to the best compared isomer or geometry (same formula, charge and spin) comes out at 77.9 kcal/mol. The value obtained for the calculated total energy is -9282.150 eV. The maximum force is 2.24 eV/A. The calculation puts the highest occupied orbital energy at -10.50 eV. The charge is 0. For the gap between HOMO and LUMO, the calculation gives 10.1 eV.

***

5.
One molecule with the formula C3H9N. Source: the OMol25 dataset; level of theory: ωB97M-V with the def2-TZVPD basis set.

Last column: natural (NBO) charge in e.
Element x y z (Å)
C1 0.76684 -0.28017 -1.29302  -0.638
C2 0.26794 0.84517 -0.33971  -0.213
N1 -0.88433 0.53158 0.49022  -0.642
C3 -0.63416 -0.46470 1.43158  -0.400
H1 1.56887 0.07717 -1.93039  0.213
H2 1.02188 -1.11675 -0.71213  0.202
H3 0.01706 -0.68264 -2.02543  0.201
H4 1.09705 1.24603 0.31243  0.189
H5 -0.01443 1.70786 -0.95044  0.191
H6 -1.77463 0.40581 -0.03300  0.361
H7 -0.52547 -1.47668 0.96586  0.152
H8 0.45397 -0.29502 1.84081  0.183
H9 -1.36058 -0.49764 2.24322  0.201

The energy relative to the best compared isomer or geometry (same formula, charge and spin) comes out at 18.9 kcal/mol. The value obtained for the calculated total energy is -4746.288 eV. The maximum force is 3.38 eV/A. The calculation puts the highest occupied orbital energy at -8.44 eV. The charge is 0. For the gap between HOMO and LUMO, the calculation gives 9.7 eV.

***

6.
A 13-piece molecular cluster, C51H126N2O13 overall. Source: the OMol25 dataset; level of theory: ωB97M-V with the def2-TZVPD basis set.

Last column: Mulliken charge in e.
Element x y z (Å)
C1 -3.86060 0.79901 1.42400  0.246
C2 -5.26459 0.10716 1.35442  0.058
C3 -5.20904 -1.12555 0.51399  -1.373
O1 -5.66109 -0.28877 2.69545  -0.577
H1 -3.99235 1.58499 2.16762  0.157
H2 -3.67030 1.18978 0.42441  0.372
H3 -3.09076 0.07323 1.68612  -0.647
H4 -5.99577 0.78598 0.91546  0.493
H5 -6.20428 -1.52691 0.70509  0.436
H6 -4.52058 -1.92624 0.78424  0.261
H7 -5.26695 -0.93479 -0.55762  0.376
H8 -5.14732 -1.07360 2.89966  0.276
C4 -3.79375 -4.00510 6.04689  -1.352
C5 -3.62790 -2.93829 4.91728  1.188
C6 -2.61829 -3.32172 3.94826  -0.655
O2 -4.91054 -2.98933 4.22252  -0.542
H9 -3.99322 -5.01694 5.69404  0.333
H10 -4.54709 -3.68245 6.76557  0.457
H11 -2.84059 -4.09724 6.56756  0.329
H12 -3.35517 -1.91163 5.16153  -0.332
H13 -1.72490 -3.32978 4.57268  0.157
H14 -2.38463 -2.53462 3.23134  -0.219
H15 -2.68930 -4.33829 3.56143  0.488
H16 -5.52546 -3.18930 4.93209  0.336
C7 0.50818 -0.10797 -7.27740  -0.905
C8 -0.85430 0.53863 -7.24629  0.446
C9 -1.93404 -0.23549 -6.43997  -1.112
O3 -0.87323 1.91316 -6.84763  -0.590
H17 0.99546 0.38246 -8.12010  0.392
H18 0.34414 -1.17350 -7.43812  0.098
H19 1.03532 0.03217 -6.33369  0.176
H20 -1.25430 0.55301 -8.26015  0.320
H21 -1.74215 -1.29941 -6.57916  0.370
H22 -2.91512 -0.13556 -6.90428  0.428
H23 -1.89123 0.10610 -5.40576  0.041
H24 -1.79591 2.16201 -6.75628  0.233
C10 2.01181 -2.94282 3.66583  -1.346
C11 2.04118 -3.11562 5.12762  0.552
C12 3.31965 -2.50225 5.58509  -1.537
O4 0.92577 -2.48131 5.69756  -0.465
H25 1.75109 -1.92100 3.39010  0.039
H26 1.14787 -3.54397 3.38241  0.293
H27 2.87147 -3.19026 3.04305  0.691
H28 1.96272 -4.18581 5.31910  0.338
H29 4.18135 -2.99344 5.13310  0.424
H30 3.40088 -2.74473 6.64466  0.483
H31 3.44985 -1.42637 5.46832  0.210
H32 1.11228 -2.39141 6.63497  0.252
C13 5.05408 -1.74889 1.63655  -0.754
C14 5.41217 -2.01145 0.13720  0.867
C15 6.90889 -2.34502 0.08110  -1.485
O5 4.61402 -3.01452 -0.42725  -0.509
H33 5.48621 -2.43222 2.36759  0.494
H34 3.99107 -1.83440 1.86191  -0.397
H35 5.19994 -0.77076 2.09488  0.319
H36 5.24964 -1.14431 -0.50292  0.075
H37 6.92487 -3.39958 0.35634  0.385
H38 7.37107 -1.82229 0.91849  0.377
H39 7.39027 -2.23385 -0.89050  0.379
H40 5.09504 -3.40910 -1.15835  0.296
C16 3.60819 3.48610 4.38570  -1.394
C17 3.97788 2.33456 3.48388  2.182
C18 5.32115 2.53709 2.81255  -1.650
O6 3.97985 1.13787 4.25472  -0.661
H41 2.85711 3.25178 5.14008  0.068
H42 3.33809 4.38264 3.82770  0.425
H43 4.36237 4.05424 4.93026  0.395
H44 3.12452 2.13431 2.83598  -0.876
H45 6.03487 2.48401 3.63468  0.391
H46 5.56100 3.48343 2.32776  0.372
H47 5.28721 1.78951 2.02003  0.299
H48 3.10651 0.93362 4.59702  0.148
C19 -3.03573 2.62649 -3.39398  -0.230
C20 -4.51187 2.96178 -3.47870  0.354
C21 -4.64845 4.46077 -3.53131  -1.300
O7 -5.05166 2.41863 -4.66588  -0.564
H49 -2.69181 1.66220 -3.76809  -0.006
H50 -2.79817 2.98055 -2.39083  0.204
H51 -2.52284 3.27588 -4.10345  -0.317
H52 -5.00370 2.31773 -2.74974  0.453
H53 -4.33138 4.85891 -2.56743  0.313
H54 -5.73143 4.58374 -3.51940  0.393
H55 -3.96932 4.89713 -4.26375  0.299
H56 -5.98839 2.24623 -4.54579  0.335
C22 -0.20358 8.03118 -1.04303  -1.438
C23 0.75916 6.84498 -0.68221  0.373
C24 -0.00732 5.71978 0.04852  -1.021
O8 1.27675 6.30910 -1.82460  -0.459
H57 -0.22613 8.79732 -0.26804  0.400
H58 -1.19735 7.69824 -1.34252  0.322
H59 0.27217 8.54547 -1.87805  0.398
H60 1.61446 7.22698 -0.12485  0.318
H61 -0.66451 6.06625 0.84612  0.480
H62 0.68904 5.13980 0.65419  0.244
H63 -0.50521 4.89865 -0.46720  0.164
H64 0.62455 6.22773 -2.52432  0.183
C25 -1.85474 -5.47038 -3.14512  -1.266
C26 -1.19688 -6.20466 -4.38454  1.275
C27 -0.12670 -7.21494 -3.91286  -1.224
O9 -2.15198 -6.96038 -5.01502  -0.583
H65 -2.58544 -6.04886 -2.57985  0.399
H66 -2.31718 -4.50047 -3.32823  0.374
H67 -1.03388 -5.24424 -2.46456  0.159
H68 -0.87937 -5.47297 -5.12745  -0.424
H69 0.55653 -6.72446 -3.21952  0.273
H70 0.59640 -7.59593 -4.63402  0.358
H71 -0.58983 -7.99468 -3.30819  0.344
H72 -1.67443 -7.34332 -5.75454  0.356
C28 2.06518 3.33714 -5.40380  -1.730
C29 0.97601 3.64239 -4.37774  0.845
C30 -0.03101 4.81241 -4.69635  -1.748
O10 0.09726 2.58049 -4.28932  0.293
H73 2.62278 2.42127 -5.20795  0.309
H74 2.80252 4.09823 -5.14853  0.525
H75 1.74030 3.46873 -6.43590  0.246
H76 1.45061 3.74576 -3.40195  0.513
H77 -0.56845 4.44979 -5.57257  0.449
H78 0.44881 5.75519 -4.95911  0.398
H79 -0.77747 4.78204 -3.90265  0.393
H80 -0.21207 2.41046 -5.18207  -0.200
C31 2.24517 -3.66155 -6.09610  -1.095
C32 1.57713 -4.81486 -6.81946  1.050
C33 1.56660 -4.48137 -8.32057  -1.355
O11 1.98921 -6.15675 -6.54422  -0.553
H81 2.05127 -2.74124 -6.64705  0.208
H82 3.31622 -3.84555 -6.18037  0.456
H83 1.93952 -3.61911 -5.05070  0.115
H84 0.55709 -4.76683 -6.43827  -0.186
H85 1.32034 -5.31915 -8.97294  0.417
H86 2.49102 -4.01391 -8.65973  0.326
H87 0.82673 -3.70259 -8.50544  0.290
H88 1.45796 -6.70755 -7.12386  0.333
C34 1.57776 2.38704 7.48875  -1.827
C35 0.20303 2.03244 6.86853  1.430
C36 -0.71342 3.25116 7.04365  -1.375
C37 -2.05809 3.26296 6.17115  -1.347
C38 -1.97277 2.75063 4.76569  -0.844
C39 -0.82856 1.76634 4.41126  2.346
N1 0.27455 1.69044 5.44821  0.398
O12 1.26419 0.72817 5.07748  1.241
C40 -1.48601 0.36030 4.40132  -1.533
C41 -0.31064 2.07823 3.03841  -1.134
C42 -0.37885 0.84466 7.56530  -1.685
H89 1.89632 3.36933 7.13984  0.415
H90 2.38724 1.75182 7.12911  0.215
H91 1.51443 2.39338 8.57689  0.474
H92 -1.09950 3.21962 8.06250  0.427
H93 -0.26919 4.23969 6.92720  0.416
H94 -2.53094 4.24505 6.16770  0.312
H95 -2.70151 2.61625 6.76771  0.409
H96 -2.21858 3.56108 4.07952  0.650
H97 -2.92500 2.24801 4.59621  0.054
H98 -2.08245 0.11689 5.28060  0.184
H99 -2.14960 0.33957 3.53685  -0.340
H100 -0.86777 -0.53276 4.31021  0.645
H101 0.50832 1.42542 2.73632  -0.987
H102 -1.11953 2.05883 2.30807  0.219
H103 -0.00717 3.12485 3.06304  0.990
H104 -1.42669 0.65783 7.33028  0.328
H105 -0.31999 1.04587 8.63494  0.580
H106 0.21719 -0.03415 7.31926  0.084
H107 0.58771 0.04764 5.04781  -0.268
C43 0.20872 1.82921 -0.35803  -2.276
C44 0.52603 0.28463 -0.28423  2.072
C45 -0.63650 -0.33762 0.53249  0.399
C46 -0.77621 -1.87273 0.45238  -0.302
C47 -0.92167 -2.18635 -1.00183  -1.286
C48 0.23757 -1.71211 -1.92672  2.324
N2 0.48878 -0.25417 -1.64569  1.103
O13 1.28232 0.35950 -2.42302  -0.442
C49 1.39201 -2.68684 -1.88988  -1.139
C50 -0.35150 -1.72277 -3.37044  -1.955
C51 1.98824 0.02667 0.31648  -0.599
H108 -0.83976 2.12718 -0.35649  0.219
H109 0.69247 2.24589 -1.24148  0.761
H110 0.65939 2.37470 0.47109  -0.016
H111 -0.35266 -0.15824 1.56948  -1.450
H112 -1.54895 0.21598 0.31099  0.178
H113 -1.62360 -2.18388 1.06327  0.203
H114 0.06910 -2.44148 0.83977  -0.042
H115 -1.84907 -1.67935 -1.26826  0.324
H116 -1.08809 -3.26152 -1.06834  0.168
H117 1.99142 -2.59640 -0.98399  0.107
H118 1.10066 -3.73454 -1.96421  0.008
H119 2.11956 -2.45828 -2.66869  0.397
H120 0.48204 -1.55927 -4.05350  0.433
H121 -0.86634 -2.64194 -3.65005  -0.062
H122 -1.09116 -0.94691 -3.56803  0.091
H123 2.08235 0.47691 1.30467  -0.312
H124 2.81106 0.48417 -0.23283  0.451
H125 2.10685 -1.05514 0.37740  -0.081
H126 0.73962 0.87551 -3.02369  0.172

The energy relative to the best compared isomer or geometry (same formula, charge and spin) comes out at 157.2 kcal/mol. The value obtained for the calculated total energy is -84519.045 eV. The maximum force is 7.46 eV/A. The calculation puts the highest occupied orbital energy at -7.30 eV. The charge is 0. For the gap between HOMO and LUMO, the calculation gives 7.8 eV.

***

Question: Which of these has the lowest maximum force?
Answer: C3H2O3

***

Question: Among the records above, which one has the lowest highest occupied orbital energy?
Answer: C2H11N5P